# 1
{"formula": "C28H54ClDyPSi", "method": "ωB97M-V with the def2-TZVPD basis set", "total_charge": -1, "multiplicity": 6, "gap_ev": [4.40, 4.44], "elements": ["Dy", "Cl", "P", "Si", "C", "C", "C", "C", "C", "C", "C", "C", "C", "C", "C", "C", "C", "C", "C", "C", "C", "C", "C", "C", "C", "C", "C", "C", "C", "C", "C", "C", "H", "H", "H", "H", "H", "H", "H", "H", "H", "H", "H", "H", "H", "H", "H", "H", "H", "H", "H", "H", "H", "H", "H", "H", "H", "H", "H", "H", "H", "H", "H", "H", "H", "H", "H", "H", "H", "H", "H", "H", "H", "H", "H", "H", "H", "H", "H", "H", "H", "H", "H", "H", "H", "H"], "positions_angstrom": [[-1.623211, -0.408117, 1.497395], [-1.245709, -0.358573, 3.940260], [0.886266, -0.197891, 0.433575], [-4.397606, 1.032546, 0.695191], [-3.613929, 1.341789, -3.639766], [2.947306, 0.719561, 4.050185], [-5.006881, 0.216513, 2.289357], [-3.205624, 2.652969, -2.956760], [-2.945011, 0.115812, -2.992638], [1.842752, -0.941517, -2.098300], [2.595496, -0.109117, 2.803951], [3.656110, -0.417174, -0.421958], [1.904773, -2.851257, 0.889297], [3.403291, 2.147929, 3.727410], [-0.933159, 1.613037, -2.729846], [4.660799, -0.142121, -1.552473], [2.472755, 2.878746, 2.757834], [0.552613, -5.017068, 0.780232], [-5.688192, 0.608553, -0.619401], [2.827366, -0.688123, -3.260451], [1.721949, -4.274798, 1.434624], [2.077295, 2.038002, 1.538621], [-0.946240, 1.628418, 0.457352], [-1.682342, 2.864517, -3.033879], [-0.469338, -2.731488, 0.123764], [-0.724037, -4.163274, 0.669380], [2.202460, -0.107468, -0.862780], [4.301856, -0.845253, -2.864682], [0.603995, -2.037877, 0.962285], [1.565887, 0.656042, 1.957437], [-4.595586, 2.900366, 0.902832], [-1.551233, 0.400742, -2.569413], [2.731000, -2.360870, 1.425147], [3.729379, 0.199848, 4.618567], [-2.976258, -0.690910, -3.738588], [2.056921, 0.757566, 4.694588], [-5.613709, 1.276789, -1.489893], [-6.695719, 0.722272, -0.183931], [2.957835, 3.796237, 2.411941], [2.595962, -1.379316, -4.083306], [2.209280, -1.092311, 3.117338], [2.210324, -2.914381, -0.164410], [0.663830, 0.793996, 2.588431], [-5.579956, -0.430102, -0.960784], [-1.181277, -4.080999, 1.668940], [-4.706947, 1.238479, -3.683363], [3.737887, -1.473667, -0.124011], [0.825911, -0.692658, -2.427972], [0.272625, -1.981026, 2.024503], [-3.716481, 3.496372, -3.439727], [-3.522640, 2.615429, -1.900203], [1.561829, 3.182513, 3.287827], [-0.109736, -2.817427, -0.911391], [-5.604208, 3.117728, 1.288070], [2.190513, 0.959116, -1.163602], [-0.404207, 2.032617, -0.404028], [4.932968, -0.444890, -3.664682], [-1.373223, 3.625364, -2.304661], [4.416470, 2.115261, 3.305098], [2.651947, -4.835610, 1.273251], [-1.346147, 2.488618, 1.054219], [0.854899, -5.344922, -0.225063], [0.341815, -5.927915, 1.356223], [-3.563222, -0.230904, -2.147353], [3.938387, 0.182830, 0.454339], [0.146809, 1.721458, -2.597792], [4.547815, -1.912838, -2.786047], [-3.855298, 3.286526, 1.615403], [-1.456330, -4.681904, 0.031613], [-4.480069, 0.611588, 3.171286], [-4.882317, -0.877586, 2.242920], [4.709655, 0.943650, -1.717926], [5.660016, -0.458102, -1.223398], [-3.271631, 1.409128, -4.677103], [-1.462575, -2.211086, 0.049221], [3.506337, -0.294833, 2.214067], [2.661385, 0.331712, -3.641194], [1.844490, -2.014159, -1.852171], [-6.082650, 0.444451, 2.374292], [3.476567, 2.713575, 4.663201], [-1.449295, 3.269612, -4.031051], [2.946442, 1.930748, 0.872218], [1.575247, -4.224839, 2.522309], [1.292506, 2.549987, 0.971912], [-4.465467, 3.419168, -0.056847], [-1.042560, -0.383812, -2.005063]], "forces_ev_per_angstrom": [[-1.6, 1.6, -1.5], [0.2, -0.2, 1.8], [-0.2, -1.0, -0.3], [2.0, -0.7, -0.5], [0.3, 0.3, -0.2], [-0.2, -0.2, 0.1], [-0.8, 0.2, 0.2], [-0.1, -0.2, 0.4], [-1.1, 0.4, 0.1], [0.1, 0.1, -0.3], [0.1, 0.3, 0.1], [0.1, -0.1, -0.3], [-0.2, -0.7, 0.3], [0.1, -0.2, 0.0], [-0.7, -2.1, -0.2], [-0.1, 0.1, 0.1], [-0.1, 0.0, 0.0], [0.0, 0.1, -0.1], [-0.6, -0.1, 0.0], [-0.2, 0.1, 0.2], [0.2, 0.0, 0.0], [0.2, 0.0, 0.2], [-1.4, 1.1, 0.6], [-0.6, 0.2, -0.4], [-0.2, -0.9, -0.3], [-0.1, 0.2, 0.1], [1.0, -0.3, 0.3], [0.0, -0.1, 0.0], [1.6, 0.6, 0.1], [0.0, -0.6, -0.2], [-0.3, 0.2, 0.3], [1.3, 1.7, 0.0], [-0.4, -0.1, -0.1], [-0.1, 0.1, 0.0], [0.2, -0.1, 0.2], [0.1, 0.0, -0.1], [0.0, -0.2, 0.2], [0.0, 0.0, -0.2], [-0.1, 0.0, 0.1], [0.0, 0.2, 0.1], [0.0, 0.3, -0.1], [-0.1, 0.0, 0.2], [0.4, 0.1, -0.3], [-0.1, 0.2, 0.0], [0.1, 0.1, -0.2], [0.2, -0.1, 0.2], [0.0, 0.4, -0.1], [0.3, -0.1, 0.0], [0.3, -0.1, -0.3], [0.0, -0.1, 0.2], [0.2, 0.0, -0.3], [0.0, -0.1, -0.1], [-0.1, 0.1, 0.1], [0.1, 0.2, 0.0], [-0.2, -0.3, 0.1], [0.0, 0.1, 0.1], [0.0, -0.1, 0.0], [-0.1, -0.1, -0.1], [-0.1, 0.0, 0.0], [-0.1, 0.0, 0.1], [0.3, 0.1, -0.2], [0.0, 0.1, 0.1], [0.0, 0.1, -0.2], [0.3, 0.1, -0.1], [-0.1, -0.2, -0.4], [-0.3, -0.2, 0.4], [-0.1, 0.1, 0.1], [-0.2, 0.0, -0.2], [0.2, 0.2, 0.2], [-0.1, -0.2, -0.2], [0.0, 0.3, 0.1], [0.0, -0.1, 0.0], [-0.1, 0.1, -0.1], [0.0, 0.0, -0.2], [0.8, -0.5, -0.1], [-0.2, 0.0, 0.3], [0.0, -0.2, 0.1], [0.0, 0.2, 0.0], [0.0, -0.2, 0.4], [0.1, 0.0, -0.1], [0.2, -0.1, 0.1], [-0.1, 0.0, 0.1], [-0.1, 0.0, -0.1], [0.1, 0.0, 0.1], [0.0, -0.1, 0.2], [0.1, 0.1, -0.5]]}

=====

# 2
{"formula": "C28H54FNO17S4", "method": "ωB97M-V with the def2-TZVPD basis set", "e_above_lowest_kcal_mol": 2.4, "total_charge": 0, "gap_ev": 8.72, "elements": ["S", "S", "S", "S", "F", "O", "O", "O", "O", "O", "O", "O", "O", "O", "O", "O", "O", "O", "O", "O", "O", "O", "N", "C", "C", "C", "C", "C", "C", "C", "C", "C", "C", "C", "C", "C", "C", "C", "C", "C", "C", "C", "C", "C", "C", "C", "C", "C", "C", "C", "C", "H", "H", "H", "H", "H", "H", "H", "H", "H", "H", "H", "H", "H", "H", "H", "H", "H", "H", "H", "H", "H", "H", "H", "H", "H", "H", "H", "H", "H", "H", "H", "H", "H", "H", "H", "H", "H", "H", "H", "H", "H", "H", "H", "H", "H", "H", "H", "H", "H", "H", "H", "H", "H", "H"], "positions_angstrom": [[8.659014, -35.062455, 3.206903], [3.478665, -34.060868, 2.892937], [4.460083, -38.365103, 4.622631], [7.955927, -39.407153, -0.414469], [4.396094, -39.603312, 0.151119], [8.619003, -34.670649, -0.647817], [2.637701, -36.889702, -0.292103], [3.994839, -38.289035, 5.981210], [7.506612, -38.132200, -0.847366], [2.654685, -35.156259, 2.542045], [2.584941, -39.386667, -6.158264], [4.505625, -38.627931, -5.262284], [0.989870, -35.539831, -1.022840], [8.153534, -39.588346, 0.966445], [5.026950, -37.175851, 3.977162], [8.508334, -34.021504, 4.196193], [4.833104, -34.082273, 2.454917], [7.998231, -33.899942, -2.640710], [2.976131, -39.373698, -3.964987], [7.562791, -35.480945, 2.400219], [6.391937, -34.481208, -1.099186], [2.919971, -34.676436, -0.192411], [5.358668, -37.029390, 0.938565], [0.505713, -36.850804, -1.213737], [7.137730, -40.766978, -1.241373], [7.507527, -34.358749, -1.435402], [9.968475, -37.498856, 3.300843], [9.815333, -34.422571, -1.363964], [3.330350, -39.156437, -5.177712], [2.481014, -32.535124, 4.685046], [5.705344, -39.716788, 4.431329], [2.880414, -31.673277, 3.499399], [9.485285, -39.670300, -1.228534], [4.997582, -40.666044, 3.530888], [1.516809, -37.732234, -0.375665], [5.142993, -38.556071, -4.039939], [3.485672, -40.445652, 3.594366], [0.584575, -37.029173, -2.783154], [9.873542, -32.543476, -3.013733], [5.515456, -37.057104, -3.739093], [3.200111, -38.959161, 3.637566], [4.069899, -39.116372, -3.050023], [8.027650, -41.317981, -2.272704], [10.232160, -35.106621, 2.373656], [9.069280, -36.491497, 4.041986], [9.419211, -33.991681, -2.746793], [3.385892, -33.822789, 4.588794], [2.755681, -32.602488, 2.258818], [10.889889, -36.526731, 2.526370], [2.242127, -35.659310, -0.506230], [9.505127, -41.087356, -1.759581], [9.395976, -31.794104, -2.523002], [5.725757, -36.064032, 0.985967], [7.087071, -41.832433, -0.621703], [-0.587536, -36.971550, -0.971008], [3.202561, -32.084097, 1.477920], [6.040032, -40.727478, -1.374017], [9.474550, -36.146926, 5.005549], [2.913660, -34.772060, 5.105452], [6.725124, -39.353055, 4.281213], [1.706730, -38.708749, -0.998637], [3.259638, -38.614001, 2.644800], [10.879648, -32.650162, -3.131021], [9.885045, -34.838982, 1.352576], [11.202322, -36.870034, 1.532202], [2.824581, -41.047796, 4.439065], [4.257725, -33.521708, 4.897449], [10.195651, -33.642667, -0.973708], [5.456101, -41.714848, 3.648763], [9.787154, -34.786516, -3.465341], [5.346353, -37.393034, 0.003065], [4.537319, -37.289059, 1.356489], [1.297762, -36.593254, -3.186640], [10.128871, -39.498408, -0.540224], [9.423144, -38.779611, -1.994019], [3.814145, -38.506641, -2.176789], [4.975141, -36.312443, -4.339063], [10.754593, -34.314515, 2.737159], [6.099597, -37.394851, 1.428480], [1.812318, -32.571191, 1.958045], [8.037497, -36.988536, 4.303670], [9.441986, -37.882438, 2.275045], [9.676173, -32.309059, -4.172793], [2.605892, -31.994407, 5.652480], [7.874907, -42.523951, -2.335505], [0.613134, -38.200252, -3.052696], [2.439705, -38.584755, 4.288523], [1.109566, -38.134096, 0.602365], [11.824855, -36.531687, 3.164681], [9.998609, -41.783133, -1.091478], [2.242694, -30.819106, 3.379071], [6.567500, -36.892557, -4.205813], [3.983456, -31.628007, 3.318715], [5.733019, -40.154152, 5.411668], [-0.350263, -36.575855, -3.214950], [10.670113, -35.188426, -1.386469], [4.185750, -40.074598, -2.741507], [7.848939, -40.997372, -3.304328], [5.452173, -40.552104, 2.655868], [5.969524, -39.266155, -3.932699], [10.179047, -38.156240, 3.896049], [10.054611, -41.046292, -2.620266], [5.454857, -37.029580, -2.545678], [2.959912, -40.761266, 2.738718], [1.348767, -32.651940, 4.561110]], "forces_ev_per_angstrom": [[0.2, -1.5, 2.0], [0.3, -1.0, -2.7], [3.7, 1.9, -0.6], [0.0, -1.2, -1.6], [0.2, 0.5, 0.0], [-0.8, -0.8, -0.3], [0.1, -1.3, 0.3], [-0.1, -0.1, 0.2], [-1.4, 1.6, -0.6], [-1.4, -1.8, 0.0], [2.3, 0.7, 2.6], [2.0, 0.3, -2.0], [0.8, 0.0, 1.3], [-0.1, -0.7, 2.7], [-0.3, -0.4, 0.6], [0.2, 0.5, -1.0], [1.3, 0.2, 0.1], [-1.5, -1.0, 0.1], [-1.4, 0.2, 2.3], [-0.8, 0.7, -1.8], [-0.5, 0.1, 0.0], [-1.5, -2.4, -1.4], [2.0, 2.4, -2.0], [-0.4, -1.3, -1.9], [-2.4, -4.1, 2.7], [2.9, -0.3, -0.6], [-5.7, 8.9, -10.5], [-0.7, -4.7, -2.1], [-4.2, -0.9, -4.8], [-1.1, 0.5, 0.7], [-1.0, 0.7, 2.2], [1.4, -1.6, -1.2], [-3.9, 0.7, -5.1], [0.5, -2.7, 2.3], [-2.1, -2.9, -1.9], [-0.2, 1.2, 2.7], [-2.4, -2.1, 2.2], [-7.9, -6.6, 3.8], [-1.1, -3.3, -6.1], [2.1, -1.5, 0.8], [0.5, -1.1, 1.0], [-0.7, 1.9, -1.5], [1.2, -3.9, -1.1], [-1.7, -1.4, -2.4], [-2.4, -3.3, 2.9], [-0.7, 0.6, -0.2], [-7.1, -1.2, 0.6], [1.3, 1.7, 2.8], [2.4, 0.3, 1.4], [1.3, 5.2, 1.3], [-1.9, 1.2, -0.2], [-0.8, 1.9, 2.1], [-1.6, 0.5, -0.2], [0.3, 3.4, 0.1], [1.3, 0.3, 0.4], [1.9, 0.0, -1.5], [0.6, 1.1, -0.3], [0.3, -0.4, -0.2], [1.3, 2.0, -1.1], [-0.4, 0.1, -0.8], [0.2, 1.9, 1.2], [-0.1, 0.9, -1.0], [3.3, 0.8, 0.8], [0.8, -0.5, 0.2], [-0.2, -0.1, 0.3], [2.3, 1.5, -1.5], [5.0, 1.0, 2.1], [3.0, 5.5, 3.3], [-1.5, 1.0, 0.8], [-0.9, 1.3, 0.2], [0.1, -0.5, -0.6], [-2.8, 0.0, 1.5], [7.1, 3.9, -3.4], [4.7, 1.3, 4.3], [0.6, -2.1, 1.0], [-0.2, 0.1, -0.4], [-0.8, -0.4, 0.8], [1.9, 2.1, 1.1], [2.1, -2.3, 1.5], [-4.5, -1.4, -1.0], [1.7, 1.0, -0.3], [0.1, 0.0, 3.2], [-0.2, -0.5, 2.3], [0.1, -0.6, -0.6], [0.2, 2.9, 0.0], [-0.2, 2.7, 0.4], [-1.6, -0.2, -0.5], [0.7, 1.1, -0.8], [-0.6, 1.0, -0.9], [-0.7, -0.3, 0.3], [0.4, 0.8, 0.0], [-1.3, -0.2, 1.5], [-0.5, 1.6, 1.6], [0.0, -0.1, 0.8], [0.8, -0.6, 0.4], [-1.9, 0.2, 0.4], [1.5, -2.6, 1.6], [0.5, 0.5, 0.2], [0.6, 1.3, -4.7], [0.4, 0.5, -0.6], [3.5, -7.3, 5.9], [1.9, -0.3, -2.2], [0.5, 0.9, -2.8], [0.0, -0.8, -1.4], [1.5, -0.6, 0.3]]}

=====

- Number 2 is which compound?
  C28H54FNO17S4